A:
The following is a quantum chemistry calculation of the ion C3H10N3 with charge +1, from the OMol25 dataset.

Structure (ORCA input):
```
! RIJCOSX wB97M-V def2-TZVPD def2/J DEFGRID3
* xyz 1 1
N -0.36 0.25 1.04
N -2.02 -0.01 -0.68
N 0.55 0.00 0.02
C -1.83 0.13 0.60
C 1.18 -1.33 -0.05
C 1.29 1.19 -0.29
H -2.45 0.37 1.43
H 0.34 -1.89 -0.34
H -0.36 0.44 2.10
H -2.90 -0.09 -0.99
H 1.63 0.81 -1.29
H 2.09 1.45 0.44
H 1.96 -1.39 -0.88
H 0.60 2.00 -0.55
H -1.24 -0.10 -1.38
H 1.52 -1.83 0.83
*
```

HOMO energy: -13.644 eV
SMILES: CN(C)/[NH+]=C\N
Lowest unoccupied orbital energy: -4.29 eV

B:
The following is a quantum chemistry calculation of a cluster of 4 separate species, C3H10N3 in total, from the OMol25 dataset.

Structure (ORCA input):
```
! RIJCOSX wB97M-V def2-TZVPD def2/J DEFGRID3
* xyz 1 1
N 1.21 -1.24 -0.97
N -2.44 0.50 -0.52
N 0.99 1.11 -0.12
C 2.35 0.92 -0.17
C -0.02 1.85 -0.05
C 1.57 -0.14 -0.37
H -0.03 2.85 0.12
H -3.27 0.15 -0.08
H 1.56 -2.11 1.28
H 1.80 -2.00 -1.22
H -0.95 1.40 -0.03
H 3.26 1.46 -0.30
H 0.33 -1.63 -0.59
H 2.31 -2.16 1.69
H -2.72 1.47 -0.66
H -2.51 0.20 -1.49
*
```

HOMO energy: -13.717 eV
Lowest unoccupied orbital energy: -3.36 eV

If we sort the structures by their calculated energies, the order from most to least stable is A, B.